[1]
C22H21ClN3O4PtSe2 | wB97M-V/def2-TZVPD

Results
- HOMO energy: -10.69 eV
- F_max: 0.014 Eh/bohr
- Frontier orbital gap: 7.991 eV
- Net charge: +1
- Energy: -182272.474 eV

```
54
Properties=species:S:1:pos:R:3:forces:R:3:nbo_charge:R:1
Pt -0.753 0.089 -0.806 -0.380 0.120 0.602 1.00
Se -0.710 -3.549 -0.503 -0.112 0.031 0.170 0.19
Se 0.712 -3.152 -2.274 0.097 0.012 -0.119 0.21
Cl 1.270 7.604 -3.875 -0.001 -0.007 0.004 0.04
O -0.701 1.368 -2.365 -0.001 0.249 -0.021 -0.65
O 0.923 0.147 1.983 -0.191 0.075 -0.020 -0.67
O 0.166 1.931 -0.455 0.156 -0.149 -0.296 -0.66
O -0.863 -0.833 1.010 -0.367 0.212 0.148 -0.71
N -2.168 -1.227 -1.379 0.091 -0.150 -0.184 -0.47
N 0.251 -0.310 4.352 0.007 0.003 -0.025 -0.53
N 1.887 -0.843 -1.139 0.002 -0.030 -0.028 -0.47
C -0.117 2.261 -1.650 0.223 0.097 -0.159 0.78
C 4.193 -0.596 -0.581 0.020 0.069 0.038 -0.24
C -0.177 -0.410 1.986 0.501 -0.068 -0.054 0.78
C -3.212 -0.632 -1.985 -0.069 -0.130 0.114 0.07
C -2.251 -2.524 -1.052 0.123 -0.019 -0.183 0.05
C 1.057 5.809 -1.877 0.012 -0.006 0.059 -0.23
C 0.032 3.837 -3.555 -0.020 0.016 -0.022 -0.09
C -4.543 -2.586 -1.751 -0.006 -0.052 0.010 -0.13
C -3.442 -3.220 -1.206 0.007 -0.064 -0.026 -0.25
C 4.433 -1.913 -0.926 0.023 -0.101 -0.016 -0.16
C 0.809 -1.593 4.892 -0.018 -0.029 -0.014 -0.22
C -4.413 -1.277 -2.185 0.003 0.060 -0.018 -0.25
C 0.735 4.566 -1.364 0.012 -0.025 -0.008 -0.15
C 2.899 -0.106 -0.690 -0.053 -0.066 0.034 0.06
C 0.221 3.581 -2.201 -0.034 -0.061 0.011 -0.22
C 0.865 6.052 -3.230 0.002 0.008 0.000 -0.01
C -1.152 -2.161 3.626 0.046 0.032 0.034 -0.42
C 0.357 5.077 -4.076 -0.015 -0.028 -0.027 -0.25
C -0.814 -0.682 3.356 -0.101 -0.201 0.052 -0.15
C -0.399 -2.513 4.918 -0.034 0.015 -0.044 -0.42
C 3.377 -2.696 -1.373 -0.020 0.032 0.016 -0.26
C 2.126 -2.102 -1.468 0.030 0.009 -0.055 0.03
H 1.454 6.587 -1.239 0.000 0.010 -0.019 0.24
H -0.809 -2.770 2.789 0.015 0.013 -0.005 0.24
H -5.475 -3.121 -1.876 0.005 0.005 0.001 0.24
H -3.054 0.394 -2.287 -0.010 0.014 0.005 0.24
H -0.103 -3.559 4.956 -0.001 0.000 0.016 0.25
H 0.937 0.201 3.745 0.024 -0.012 0.018 0.48
H 2.650 0.910 -0.408 0.016 0.012 0.013 0.21
H -2.224 -2.309 3.723 -0.005 -0.009 -0.014 0.24
H 0.879 4.347 -0.314 0.002 0.020 -0.001 0.24
H 0.222 5.292 -5.126 0.001 0.002 0.011 0.24
H 1.282 -1.411 5.853 0.009 -0.004 0.003 0.23
H -0.101 0.285 5.096 -0.009 0.023 -0.015 0.43
H -1.012 -2.308 5.797 0.001 0.013 0.000 0.22
H -0.365 3.061 -4.195 0.003 0.008 0.005 0.23
H 1.557 -1.933 4.177 0.013 0.020 -0.008 0.23
H 4.991 0.044 -0.230 -0.020 0.007 -0.004 0.23
H -3.473 -4.268 -0.943 -0.015 0.009 -0.003 0.24
H -5.227 -0.754 -2.665 0.010 -0.001 0.001 0.24
H 3.513 -3.734 -1.641 0.019 0.004 -0.003 0.24
H -1.669 -0.019 3.479 0.008 0.010 0.028 0.24
H 5.427 -2.333 -0.847 -0.004 0.006 -0.005 0.23
```
Forces are in eV/Å.

***

[2]
C22H21F4N5O4S | wB97M-V/def2-TZVPD

Results
- HOMO energy: -9.00 eV
- F_max: 0.037 Eh/bohr
- SMILES string: O=C(O)c1csc(-n2nc(-c3ccc(F)cc3)cc2C(F)(F)F)n1.CNC(=O)[C@@H]1CCCN1C(C)=O
- Frontier orbital gap: 8.567 eV
- Energy: -60501.807 eV

```
57
Properties=species:S:1:pos:R:3:forces:R:3:nbo_charge:R:1
S -1.507 -3.038 -3.870 -0.802 -0.593 0.562 0.45
F -0.825 -6.102 -0.476 -0.192 0.609 0.964 -0.31
F 0.052 -5.605 1.474 -0.658 0.372 -0.738 -0.32
F -1.965 -4.872 1.000 0.964 -0.660 -0.389 -0.30
F 5.290 1.784 0.138 -0.435 -0.391 -0.081 -0.32
O 0.836 3.825 -2.062 0.336 0.091 0.482 -0.63
O -5.524 -5.164 -3.723 0.596 0.153 1.365 -0.59
O -0.749 4.666 2.159 -0.006 -0.600 -0.160 -0.63
O -5.282 -5.331 -1.478 0.871 0.489 -0.807 -0.65
N -0.452 -3.212 -1.308 0.422 -0.590 0.890 -0.20
N 0.888 3.330 0.140 0.045 -0.149 1.323 -0.43
N -1.845 2.712 2.369 -0.686 -0.857 0.025 -0.61
N -2.602 -4.172 -1.813 0.788 0.662 -0.156 -0.41
N 0.405 -2.160 -1.528 -0.925 -0.187 -0.482 -0.24
C 3.087 -1.054 0.831 0.043 0.393 -0.525 -0.19
C 2.408 3.865 1.902 -0.340 -0.054 -0.102 -0.42
C 1.586 2.640 2.303 0.134 0.384 -0.022 -0.39
C 2.285 -1.083 -0.327 0.288 0.468 -0.237 -0.03
C -0.132 -3.867 -0.112 0.548 0.794 -0.334 0.05
C -3.044 3.261 2.999 0.385 0.205 -0.021 -0.42
C 0.311 3.319 -1.076 -0.297 -0.031 -1.312 0.69
C 0.915 -3.166 0.416 0.220 0.153 -0.015 -0.27
C 1.223 -2.093 -0.502 -0.511 -1.310 0.869 0.13
C 4.320 0.855 -0.018 -0.771 -0.732 -0.121 0.40
C -3.514 -4.326 -2.862 1.703 0.674 0.536 -0.02
C -3.074 -3.784 -4.047 -0.135 -0.148 0.546 -0.36
C -1.031 2.627 -1.254 0.270 0.185 0.271 -0.71
C 2.172 3.968 0.396 0.479 0.424 -0.140 -0.21
C 4.094 -0.093 0.980 0.064 0.103 -0.062 -0.29
C -1.518 -3.522 -2.179 -1.634 -0.420 -0.584 0.22
C -4.853 -4.977 -2.716 -0.834 -0.346 -1.214 0.76
C 2.523 -0.122 -1.326 0.387 0.125 0.476 -0.18
C 0.382 2.690 1.356 -0.566 -0.422 -0.220 -0.12
C -0.740 -5.132 0.473 -0.219 0.327 -0.371 0.98
C 3.532 0.837 -1.170 0.049 0.079 0.036 -0.28
C -0.795 3.451 1.988 0.557 1.281 -0.012 0.66
H 2.163 1.737 2.104 -0.098 -0.113 0.070 0.21
H 0.073 1.668 1.137 -0.170 -0.126 -0.122 0.20
H -6.153 -5.733 -1.611 -0.016 0.001 -0.055 0.50
H -2.833 3.500 4.043 -0.134 0.058 -0.017 0.20
H 2.957 3.437 -0.142 0.045 0.120 -0.225 0.19
H -1.781 3.125 -0.642 -0.159 -0.165 0.142 0.23
H 3.465 3.740 2.138 -0.070 0.132 0.012 0.22
H -3.861 2.541 2.951 0.201 -0.002 -0.051 0.21
H -3.343 4.179 2.487 0.081 -0.112 0.069 0.22
H -0.942 1.578 -0.981 -0.192 -0.142 0.137 0.22
H -1.810 1.718 2.208 -0.017 0.122 -0.022 0.39
H 2.155 5.014 0.087 0.027 -0.148 -0.249 0.22
H 2.009 4.753 2.395 0.117 -0.053 0.026 0.23
H -1.322 2.701 -2.301 0.157 0.040 0.132 0.25
H 3.702 1.579 -1.945 -0.033 -0.080 0.101 0.25
H 1.291 2.677 3.352 -0.019 -0.181 -0.057 0.22
H 1.924 -0.114 -2.233 0.086 -0.039 0.206 0.24
H 1.439 -3.396 1.337 -0.203 -0.037 -0.226 0.24
H 2.948 -1.776 1.630 -0.025 0.078 -0.124 0.22
H -3.652 -3.803 -4.965 0.356 0.175 0.095 0.27
H 4.713 -0.080 1.871 -0.072 -0.006 -0.082 0.23
```
Forces are in eV/Å.

***

[3]
C22H21FIrN7O6S | wB97M-V/def2-TZVPD

Results
- HOMO energy: -7.98 eV
- F_max: 0.014 Eh/bohr
- Frontier orbital gap: 7.084 eV
- Energy: -62266.573 eV

```
59
Properties=species:S:1:pos:R:3:forces:R:3:nbo_charge:R:1
Ir -1.118 1.021 0.905 -0.099 0.247 -0.023 1.03
S -0.631 1.267 3.168 -0.058 -0.322 0.028 -0.11
F 2.179 -3.957 0.909 -0.017 0.004 -0.007 -0.30
O 1.814 -4.378 -1.827 -0.024 0.086 -0.002 -0.58
O -0.930 5.083 1.246 0.165 -0.079 -0.016 -0.62
O -0.497 2.963 0.741 0.027 -0.225 0.095 -0.72
O -2.627 -3.509 -1.413 -0.007 0.053 -0.025 -0.63
O -3.079 -1.160 2.578 0.033 0.088 0.180 -0.68
O -1.645 -0.979 0.843 0.457 0.090 0.401 -0.73
N -3.181 1.384 1.214 -0.013 0.279 0.071 -0.77
N 1.854 1.035 4.015 0.061 -0.054 -0.028 -0.77
N 0.837 0.720 0.721 -0.097 -0.115 -0.061 -0.16
N 1.666 0.720 1.786 0.200 0.002 0.106 -0.43
N -1.376 -3.555 0.502 -0.138 -0.012 0.070 -0.41
N -0.407 -3.961 -1.568 -0.080 0.032 0.019 -0.63
N -0.956 0.786 -1.173 -0.069 0.066 0.068 -0.42
C 4.723 -0.591 -1.575 -0.030 0.007 0.015 -0.20
C 1.066 0.984 2.927 -0.178 0.016 -0.015 0.30
C -0.122 -3.615 1.063 0.073 -0.010 0.025 0.01
C -2.388 -1.616 1.681 -0.270 0.113 -0.676 0.79
C -0.342 0.495 -3.844 0.017 -0.002 -0.028 -0.14
C -1.297 3.973 0.922 -0.296 0.180 -0.217 0.79
C 1.327 0.615 -0.471 0.140 0.002 0.186 0.23
C 4.946 1.600 -0.605 -0.005 -0.021 -0.015 -0.21
C 3.584 1.636 -0.357 0.001 0.024 -0.013 -0.19
C 0.891 -4.104 -1.093 0.116 -0.020 -0.034 0.59
C 0.663 0.488 -2.893 0.006 -0.006 0.064 -0.22
C 3.356 -0.553 -1.337 -0.020 0.037 0.015 -0.23
C 0.333 0.621 -1.549 -0.079 0.037 -0.222 0.17
C -2.492 -3.096 1.315 0.005 -0.087 0.086 -0.33
C -1.915 0.793 -2.092 -0.042 -0.034 0.026 0.07
C 0.971 -3.881 0.343 -0.018 0.018 0.050 0.22
C 2.784 0.557 -0.724 -0.012 -0.107 -0.172 -0.02
C -3.483 2.795 1.571 -0.047 -0.214 0.007 -0.21
C -1.658 0.644 -3.442 0.000 0.002 0.011 -0.24
C -1.557 -3.649 -0.861 0.012 -0.113 -0.026 0.80
C 5.516 0.486 -1.210 0.033 0.001 0.001 -0.20
C -2.784 3.749 0.624 -0.065 0.153 -0.046 -0.54
H 5.158 -1.465 -2.039 0.028 0.006 -0.001 0.22
H 2.822 0.784 3.918 -0.007 0.024 0.009 0.41
H -3.147 2.949 2.597 0.008 0.015 -0.017 0.22
H -2.474 0.650 -4.150 -0.001 -0.001 0.002 0.23
H 6.582 0.460 -1.395 -0.003 0.000 -0.005 0.22
H -2.603 -3.707 2.209 0.118 0.016 0.040 0.23
H 1.445 1.112 4.928 0.000 0.020 -0.003 0.41
H -3.258 4.727 0.686 -0.005 -0.008 -0.008 0.24
H 5.565 2.442 -0.325 0.000 -0.002 0.007 0.22
H -0.095 0.387 -4.891 -0.004 0.002 0.002 0.23
H 1.698 0.383 -3.179 0.039 -0.004 0.020 0.25
H -0.064 -3.438 2.129 0.007 -0.005 -0.012 0.24
H 3.132 2.493 0.124 0.003 -0.002 0.002 0.23
H -2.927 0.922 -1.730 0.004 -0.009 0.009 0.20
H -3.764 1.104 0.431 0.059 0.010 -0.040 0.38
H -4.563 2.953 1.541 -0.004 -0.007 0.050 0.19
H -3.393 -3.218 0.717 0.000 0.007 0.017 0.27
H -2.905 3.384 -0.403 0.056 0.031 0.025 0.20
H -0.539 -4.091 -2.561 0.011 0.009 -0.002 0.43
H -3.436 0.757 1.981 0.038 -0.171 -0.027 0.44
H 2.741 -1.397 -1.625 -0.028 -0.049 0.035 0.22
```
Forces are in eV/Å.

***

[4]
C22H21FN2O3S | wB97M-V/def2-TZVPD

Results
- HOMO energy: -7.93 eV
- F_max: 0.015 Eh/bohr
- SMILES string: CN1C(=O)/C(=C/c2ccccc2F)Sc2ccc(C(=O)NC[C@H]3CCCO3)cc21
- Frontier orbital gap: 8.068 eV
- Energy: -45830.923 eV

```
50
Properties=species:S:1:pos:R:3:forces:R:3:nbo_charge:R:1
S 2.971 -0.523 -0.772 -0.135 0.105 -0.170 0.37
F 5.427 -0.950 -1.936 0.119 0.021 0.131 -0.32
O -5.017 -1.393 -0.899 0.102 -0.221 0.037 -0.53
O 3.637 3.289 -0.224 -0.010 -0.024 0.046 -0.60
O -3.375 1.512 0.107 -0.045 0.230 -0.105 -0.63
N 1.643 2.250 -0.319 0.042 0.164 -0.127 -0.43
N -3.457 -0.471 1.190 -0.053 -0.248 0.203 -0.60
C -1.399 0.197 0.148 0.340 -0.042 -0.258 -0.13
C -2.833 0.478 0.450 0.084 -0.134 0.207 0.68
C 3.011 2.243 -0.258 0.275 0.505 0.039 0.66
C 1.288 -0.167 -0.426 0.179 0.035 0.114 -0.21
C -0.537 1.283 0.081 -0.042 -0.037 0.041 -0.22
C 7.015 -2.122 -0.681 -0.073 -0.018 -0.070 -0.28
C 1.018 3.557 -0.409 0.078 0.358 -0.076 -0.42
C 7.696 -1.286 1.458 0.079 0.010 0.132 -0.23
C 7.797 -2.237 0.454 -0.074 0.063 -0.058 -0.18
C -4.888 -0.463 1.355 -0.174 -0.159 -0.335 -0.26
C 6.123 -1.072 -0.786 0.193 0.076 0.191 0.41
C 3.747 0.958 -0.239 0.527 -0.559 0.176 -0.28
C -5.560 -1.476 0.398 -0.111 0.063 0.401 0.09
C 0.419 -1.252 -0.398 0.172 0.185 0.024 -0.20
C 5.036 0.991 0.148 -0.693 0.332 -0.118 -0.15
C 5.974 -0.115 0.219 0.080 -0.444 -0.202 -0.15
C 6.807 -0.237 1.335 -0.035 -0.099 -0.124 -0.16
C -7.052 -1.172 0.224 0.245 -0.182 -0.024 -0.43
C -5.666 -0.327 -1.575 -0.062 0.380 -0.344 -0.09
C -0.920 -1.082 -0.120 -0.121 0.202 0.060 -0.21
C 0.816 1.132 -0.215 -0.364 -0.628 0.061 0.22
C -7.052 -0.152 -0.923 0.116 0.001 -0.049 -0.44
H 8.318 -1.362 2.337 0.041 -0.004 0.075 0.22
H 7.091 -2.829 -1.492 -0.008 -0.055 -0.092 0.23
H 8.493 -3.057 0.547 0.060 -0.071 -0.006 0.22
H -7.579 -2.079 -0.069 -0.014 0.003 0.063 0.21
H -2.982 -1.343 1.358 0.089 0.154 -0.014 0.39
H -7.169 0.863 -0.547 -0.035 0.026 -0.031 0.21
H 0.229 3.538 -1.159 -0.041 -0.031 0.054 0.21
H -5.365 -2.495 0.752 -0.042 0.078 -0.010 0.18
H -0.963 2.254 0.272 -0.018 0.109 -0.022 0.24
H -7.854 -0.348 -1.631 -0.038 0.046 0.022 0.22
H 1.789 4.268 -0.702 -0.183 -0.084 0.055 0.25
H -5.218 0.551 1.118 -0.041 -0.068 0.122 0.23
H -5.722 -0.608 -2.629 -0.009 0.056 0.064 0.19
H -7.499 -0.784 1.137 -0.080 -0.007 0.064 0.21
H -1.583 -1.934 -0.145 -0.082 -0.087 -0.004 0.22
H 5.406 1.950 0.490 -0.056 0.074 -0.091 0.25
H 0.608 3.867 0.554 -0.042 0.019 -0.023 0.20
H 0.820 -2.233 -0.605 0.007 -0.148 0.001 0.22
H -5.069 0.588 -1.484 -0.078 -0.106 -0.029 0.19
H 6.729 0.502 2.119 -0.009 0.086 0.067 0.22
H -5.150 -0.702 2.389 -0.060 0.074 -0.068 0.20
```
Forces are in eV/Å.